1.
This record from OMol25 describes a single C27H44O2 molecule. The level of theory is wB97M-V/def2-TZVPD.

Last column: Mulliken charge in e.
Positions of all 73 atoms, in Å:
H1 -3.4981 -3.8146 -1.9998  0.442
H2 0.1260 -2.3232 -2.4026  0.380
H3 4.9250 1.7635 -3.0508  0.349
C1 -0.7845 -2.1235 0.9453  -1.732
H4 -2.5335 -0.3367 -2.0619  0.297
H5 6.0805 -2.8704 1.9448  0.345
C2 -2.9077 -2.9887 -1.5936  -0.842
C3 4.0107 -0.3725 1.8697  -0.178
C4 4.7964 0.7796 2.4199  -0.923
H6 -0.0416 0.7274 -2.0201  0.173
H7 4.9956 4.0841 -0.1045  0.385
H8 6.4232 2.0853 1.8669  0.442
C5 -6.0951 0.0604 -0.0263  -0.511
H9 3.4266 3.3316 0.1854  0.246
C6 -4.7472 -0.3419 0.6019  -1.093
H10 5.3511 0.4782 3.3098  0.457
H11 6.4270 0.5212 1.0335  0.367
H12 1.0650 -0.0715 -3.1732  0.399
H13 -1.9319 -4.1869 -0.0842  0.437
H14 4.5512 3.5850 1.5256  0.415
C7 5.0781 1.9693 0.2214  0.888
H15 6.2412 -1.4128 2.9245  0.343
H16 -6.5551 -0.8326 -0.4565  0.307
H17 -4.3519 -2.8724 0.0305  0.323
C8 -7.2360 1.9413 1.1939  1.083
H18 -3.6728 0.9050 -1.5261  0.511
C9 -3.7505 -2.2381 -0.6110  -0.509
H19 -2.2622 0.5194 -0.5462  0.304
C10 4.2889 1.8499 -2.1657  -0.820
H20 -0.2550 -1.2050 1.1782  0.277
H21 1.0843 -0.4728 -0.1450  -0.052
C11 1.1486 -0.8677 -1.1588  -0.211
C12 4.3269 -1.6593 1.9504  0.956
H22 2.1562 -1.2699 -1.3036  0.327
C13 -6.6118 3.0188 0.3487  -1.390
C14 4.4761 3.3206 0.4742  -1.551
C15 3.4466 -2.7252 1.3644  -0.878
H23 -2.6065 -2.3504 -2.4242  0.389
C16 -7.0071 0.6474 1.0050  -0.650
H24 5.4345 0.3586 -1.0616  0.299
H25 -8.6016 1.6014 2.8171  0.350
H26 -4.9373 -1.0696 1.3937  0.398
H27 4.1043 1.5718 2.7113  0.425
C17 0.1457 -1.9542 -1.3837  -0.300
H28 -7.4817 -0.0727 1.6592  0.264
O1 3.1439 1.0308 -2.4609  -0.347
O2 1.8301 2.2939 -1.1476  -0.640
H29 -1.8305 -2.0007 1.2200  0.480
H30 -7.6216 3.0656 2.9698  0.344
C18 0.9479 0.2905 -2.1520  -0.382
C19 1.9963 1.3352 -1.8584  0.348
H31 3.2178 -3.4783 2.1179  0.447
C20 -1.6407 -3.5781 -0.9417  -1.418
H32 -1.1524 -4.2272 -1.6718  0.428
C21 4.9989 1.3421 -0.9478  -0.264
H33 -5.5330 2.8927 0.2855  0.299
H34 -0.3675 -2.9231 1.5587  0.329
H35 -5.9225 0.7714 -0.8339  0.310
H36 -6.8181 3.9997 0.7691  0.392
H37 2.5146 -2.3133 0.9896  -0.192
H38 3.1114 -0.0915 1.3380  0.105
H39 3.9580 -3.2284 0.5433  0.345
C22 5.5560 -2.1977 2.6227  -1.541
C23 5.7912 1.3366 1.3822  -1.007
H40 -7.0138 2.9928 -0.6643  0.318
H41 -4.2928 0.5415 1.0554  0.366
C24 -3.0268 0.0927 -1.1960  -1.707
C25 -3.8184 -0.9233 -0.4309  1.217
H42 5.2760 -2.7741 3.5051  0.345
H43 -8.9632 3.0248 1.8307  0.348
C26 -0.6873 -2.4958 -0.5020  1.152
C27 -8.1615 2.4298 2.2679  -1.451
H44 3.9592 2.8833 -2.0388  0.441

## Properties
E_HOMO   -8.501 eV
Total energy   -1205.6272 Ha
2S+1   1
Maximum force   0.52 eV/A
Charge   0

=====

2.
This record from OMol25 describes a molecular structure, C27H45As2N8O2PSTi. The level of theory is wB97M-V/def2-TZVPD.

Last column: Mulliken charge in e.
Positions of all 87 atoms, in Å:
C1 -0.3754 3.0197 0.2639  0.733
C2 0.5056 -3.4117 2.8332  -0.911
H1 1.2094 2.8286 -2.0206  0.337
H2 -0.3262 1.2493 -5.2884  0.447
C3 -2.6584 2.5300 -0.4011  -0.608
H3 0.8516 0.1038 5.2446  0.337
C4 4.2931 -0.2510 2.8081  -1.191
C5 -1.6369 3.5505 -0.0565  0.317
H4 2.9475 -4.3509 3.3073  0.330
H5 2.6648 -3.1585 4.5832  0.291
H6 1.9439 -3.2389 -2.0180  0.288
H7 -6.3008 -1.8091 -1.8570  0.430
N1 -3.0300 1.6073 0.5466  0.877
H8 3.2692 -1.3038 -0.2186  -0.016
H9 4.0600 -0.3925 -4.4029  0.416
H10 4.5617 -0.1597 0.1595  0.339
H11 -1.8463 1.9717 -4.7284  0.475
H12 -5.8226 -0.0843 -3.6753  0.231
C6 0.4720 5.2411 0.6137  -0.740
H13 1.2928 5.8986 0.8741  0.419
H14 1.5723 1.4422 1.9406  0.093
H15 -0.2762 -2.8443 2.3294  -0.005
H16 -3.7505 1.4578 4.2692  0.270
C7 0.9953 -0.1253 -2.9690  0.140
H17 -0.2585 3.6273 -2.5829  0.423
C8 3.1817 -0.6724 -3.8352  -0.914
N2 3.4032 -0.7731 1.7936  0.662
C9 0.6396 -0.6074 4.4414  -0.866
C10 -1.1605 1.1336 -4.5972  -1.451
H18 2.1945 1.1906 -4.1761  0.323
H19 -0.0427 -4.2923 -1.3753  0.547
C11 -4.3271 -1.1167 -1.0977  -0.784
N3 -3.4294 0.5893 3.8661  -0.547
H20 -3.4007 2.7880 -1.1620  0.507
C12 -0.7612 5.7767 0.2688  -0.782
C13 -5.4123 -1.2067 -1.9100  -0.724
H21 -2.7850 5.3322 -0.3150  0.450
C14 1.1059 1.2198 2.8970  -1.059
O1 -0.2109 1.6908 0.1444  0.742
H22 4.7551 -1.8693 0.5875  0.241
H23 0.2209 -3.5149 3.8868  0.404
C15 0.6724 3.8653 0.6152  -0.898
N4 -3.3275 1.7884 1.8878  -1.165
H24 3.7441 -0.0688 3.7291  0.305
As1 -0.4906 1.1296 -2.7520  1.908
C16 -1.8130 4.9254 -0.0577  -0.378
C17 2.8496 -3.2801 3.5069  -1.022
H25 -2.6405 -2.9889 -2.5180  0.438
C18 -3.0174 0.7348 2.5472  0.425
H26 -0.9059 6.8494 0.2629  0.393
P1 1.8230 -1.2006 2.0402  -1.271
H27 0.0398 1.4372 2.7903  0.166
H28 -3.6048 1.0794 -3.3120  0.504
H29 0.9059 2.9947 -3.7747  0.633
H30 -1.9922 -1.6987 -3.5378  0.097
H31 -1.6792 0.2026 -4.8222  0.298
S1 -2.1118 -0.5802 1.8030  -0.467
Ti1 -1.7184 0.5912 -0.3078  -1.044
H32 -0.4453 -0.6519 4.2928  0.028
C19 -0.2252 -3.5622 -0.5872  -1.447
H33 -1.1291 -3.2486 -3.4281  0.429
C20 -1.7233 -2.5209 -2.8758  -1.224
N5 -5.1993 -0.2935 -2.9162  -0.073
N6 1.3265 -0.1788 3.2403  0.941
H34 1.6433 3.4462 0.8491  0.433
H35 0.9890 -1.5857 4.7619  0.254
O2 1.0799 -1.1604 0.7595  0.508
As2 -0.6838 -1.8366 -1.3535  1.655
H36 3.9337 -2.6149 -3.3184  0.418
H37 -2.7704 0.0999 4.4503  0.270
H38 5.1162 -0.9446 3.0202  0.391
N7 1.7841 -2.7302 2.6977  0.454
C21 2.1256 0.2170 -3.7055  -0.744
H39 3.7970 -2.8059 3.2632  0.256
H40 1.5344 1.8647 3.6711  0.363
H41 -4.1148 -1.6289 -0.1740  0.420
C22 4.0309 -1.0487 0.5132  -0.842
C23 0.4503 2.8291 -2.7993  -1.640
C24 0.9222 -1.3800 -2.3620  -0.376
H42 -1.0668 -3.8931 0.0208  0.334
C25 3.1097 -1.9181 -3.2283  -0.585
C26 -4.0105 0.3025 -2.6870  -0.806
H43 4.7347 0.6939 2.4753  0.277
H44 0.5545 -4.4144 2.3979  0.330
N8 -3.4559 -0.1745 -1.6009  1.151
H45 0.6470 -3.4391 0.0483  0.301
C27 1.9837 -2.2690 -2.4981  -0.871

## Properties
E_HOMO   -6.415 eV
Total energy   -7705.0551 Ha
2S+1   1
Maximum force   0.25 eV/A
Charge   0

=====

3.
This record from OMol25 describes a molecular structure, C27H45BrIrN2O6SSeSi3Te. The level of theory is wB97M-V/def2-TZVPD.

Last column: Löwdin spin population.
Positions of all 88 atoms, in Å:
C1 1.7054 -2.6326 -0.2192  0.002
H1 2.5088 4.0282 0.5561  0.000
H2 -5.2190 0.2616 0.2952  0.000
H3 2.2677 -2.7420 -1.1667  0.000
C2 5.4246 2.2876 1.1136  -0.001
H4 -6.6321 0.6012 -3.6470  0.000
H5 -1.3415 -4.0794 1.5675  0.000
H6 5.2555 1.4242 0.4827  0.000
H7 -3.4072 -1.9157 -3.0872  0.002
C3 2.4986 1.9960 0.2152  0.002
H8 2.9859 -5.7783 3.0538  0.000
C4 2.4248 -5.5653 2.1537  0.000
H9 0.3608 -7.0402 -0.1051  0.000
H10 3.9296 5.1419 2.1182  0.000
C5 -5.1415 -5.4758 1.4947  0.000
O1 -3.0835 0.2046 2.2570  0.002
H11 0.7941 -1.9680 -5.6379  0.000
C6 4.4188 3.2382 1.2717  0.000
O2 0.1704 -4.7543 -1.2244  0.000
H12 -6.5285 -0.6875 -0.4325  0.000
C7 0.9534 -6.2794 0.3886  0.000
Se1 -0.5602 -1.0612 -2.7976  0.033
Te1 -2.4237 -2.0758 -0.6229  0.006
H13 -4.6409 -2.5472 -1.9715  0.000
C8 -3.8937 -1.7619 -2.1243  0.003
N1 2.1657 -0.3834 0.1126  0.066
H14 -2.4340 0.8813 -5.0587  0.000
H15 -1.6176 0.5951 -6.6066  0.000
S1 -1.9849 -0.0265 1.3682  0.003
Si1 -0.1253 0.1031 -4.6864  0.004
H16 3.3316 -1.8135 0.8828  0.001
H17 3.5202 0.4693 1.4036  0.002
H18 2.9674 -3.5034 2.1387  0.000
H19 -2.6340 -6.1407 -0.7575  0.000
C9 3.0772 3.1089 0.6556  -0.006
H20 -2.2126 -0.7705 -5.6476  0.000
H21 -4.1346 1.9423 -3.3229  0.000
C10 1.0670 -0.9118 -5.6733  -0.001
O3 -0.9499 1.0286 1.3208  0.024
H22 -4.9574 -2.4546 0.2420  0.000
Si2 -4.8166 -0.1127 -2.1350  0.001
N2 2.3847 -1.6199 0.5855  0.011
H23 -3.6949 2.0150 -1.6055  0.000
H24 -0.1176 2.3613 -3.7082  0.000
H25 -6.4234 1.0495 -0.7296  0.000
H26 -2.7109 1.0676 -2.7089  0.000
H27 -2.7926 -4.6145 -1.5633  0.000
H28 1.5294 1.7325 -3.8713  0.000
O4 -1.3474 -1.3665 1.5080  -0.001
C11 0.5538 1.7919 -4.3564  0.000
H29 2.0817 -0.8132 -5.2805  0.000
H30 -2.3636 -4.4301 2.9546  0.000
C12 -1.7471 0.2170 -5.5870  0.003
O5 -2.5681 -0.0934 -0.1610  0.066
C13 4.7003 4.3872 2.0081  -0.001
H31 -4.2228 -5.5969 -1.3397  0.000
C14 5.9373 4.5667 2.6070  0.000
H32 -3.8635 -2.1803 1.6352  0.000
H33 1.0692 -0.5882 -6.7191  0.000
Ir1 0.0669 -0.1496 -0.5104  0.804
H34 6.1281 5.4556 3.1942  0.000
H35 -1.7728 -5.7515 1.9270  0.000
C15 6.9267 3.6066 2.4535  -0.001
H36 -5.4461 -5.1299 2.4854  0.000
Si3 -3.6574 -4.5591 0.8560  0.000
C16 -3.9951 -2.6983 0.6850  -0.001
C17 -6.0016 -0.2910 -3.5743  0.000
C18 2.4156 -4.2807 1.6242  0.000
C19 2.7914 0.6130 0.6093  -0.004
Br1 1.1031 2.2133 -1.0671  0.003
C20 -3.2973 -5.2782 -0.8521  0.000
H37 -4.9177 -6.5445 1.5663  0.000
C21 6.6698 2.4722 1.6978  0.000
H38 0.0971 -3.7815 -1.3263  0.000
H39 7.4469 1.7342 1.5460  0.000
C22 0.9385 -4.9918 -0.1289  0.000
C23 1.7045 -3.9804 0.4705  -0.001
C24 -3.7367 1.3664 -2.4838  0.000
C25 1.7023 -6.5656 1.5202  0.000
H40 1.7132 -7.5749 1.9122  0.000
H41 7.9014 3.7536 2.9007  0.000
H42 0.6684 2.3439 -5.2948  0.000
C26 -2.1503 -4.7262 1.9248  0.000
C27 -5.8316 0.1384 -0.6007  0.000
H43 -6.6638 -1.1544 -3.4599  0.000
O6 0.4115 -2.2373 -0.4917  -0.020
H44 -5.4653 -0.3984 -4.5217  0.000
H45 -5.9882 -5.3564 0.8142  0.000

## Properties
E_HOMO (alpha / beta)   -7.304 / -7.469 eV
Total energy   -8231.2046 Ha
2S+1   2
Maximum force   4.12 eV/A
Charge   0